(1)
A structure of composition C32H23BrGaN3O4Te, computed with ωB97M-V/def2-TZVPD.

Its max |F| is 0.499 eV/A. The calculation puts the HOMO energy at -8.2 eV. For the total energy, the calculation gives -6465.37907 hartree. The orbital gap is 7.62 eV. As for the energy above the lowest of the compared OMol25 structures with the same formula, charge and spin: 0.449 eV.

Geometry as XYZ:
```
65
Properties=species:S:1:pos:R:3:forces:R:3
Te -0.3227 -1.5115 -2.9222 0.08 0.45 -0.20
Br -0.6967 -4.1756 -2.1461 -0.06 -0.22 0.02
Ga -0.0247 0.3938 0.4924 0.15 -0.29 0.05
O -1.2319 1.6394 1.2146 -0.15 0.00 0.04
O 1.1793 1.6508 -0.2419 -0.05 0.04 -0.19
O -0.2749 -0.8497 1.8653 0.02 0.14 0.16
O -3.4188 1.8142 1.6903 -0.02 -0.01 0.07
N 2.2412 -0.1681 -1.1823 -0.12 0.03 0.00
N -1.7219 -0.2343 -0.6068 0.20 0.21 0.09
N 1.3744 -0.8178 -0.3116 -0.02 0.06 -0.07
C -2.5751 -1.2908 -5.0006 0.01 0.07 -0.03
C -0.0565 3.1419 -4.5849 0.04 0.00 0.00
C -3.1994 -1.5879 -6.2026 -0.03 0.00 -0.02
C 0.7289 0.8836 -4.3807 0.01 -0.02 0.04
C 1.6006 -2.0528 -0.0337 -0.07 -0.17 0.10
C -2.7560 0.1671 0.1417 -0.17 0.05 0.06
C -1.5093 -3.2320 -6.6885 -0.03 0.02 0.00
C 2.6314 3.4128 -1.7853 -0.03 0.03 -0.05
C -3.1461 -1.7216 -1.7776 -0.13 -0.06 0.00
C -2.6632 -2.5498 -7.0481 0.01 -0.01 0.02
C -4.2136 -1.3385 -0.9754 0.06 0.03 0.00
C 1.1281 -4.1571 1.0964 0.03 -0.02 0.01
C -0.4849 -2.8974 2.9682 -0.01 0.00 -0.03
C -1.1275 2.8393 -3.7586 -0.04 -0.03 0.01
C -1.9178 -1.1279 -1.5706 0.00 -0.18 -0.14
C 0.8830 -2.7777 0.9773 0.06 0.07 0.04
C 2.8750 2.0467 -1.8628 -0.06 -0.03 -0.03
C -0.3467 0.5694 -3.5542 0.07 -0.04 0.08
C 0.8714 2.1602 -4.9019 0.00 0.03 0.03
C 0.0429 -2.1286 1.9160 -0.01 -0.08 -0.14
C -1.2774 1.5554 -3.2479 -0.02 -0.02 -0.01
C 2.0521 1.1160 -1.0568 0.10 0.13 0.11
C 3.3669 4.2934 -2.5659 0.00 -0.02 0.01
C 4.3463 3.8117 -3.4220 0.00 -0.01 0.01
C -1.4298 -1.9858 -4.6462 0.09 -0.11 0.02
C 0.5746 -4.8960 2.1101 0.00 0.03 0.01
C 4.5949 2.4454 -3.4948 0.00 -0.01 0.01
C -4.0246 -0.3554 -0.0176 0.02 -0.06 -0.07
C -2.4817 1.2972 1.1329 0.14 0.06 -0.09
C -0.8909 -2.9591 -5.4770 -0.09 -0.05 0.03
C -0.2304 -4.2461 3.0540 0.01 -0.01 -0.01
C 3.8641 1.5641 -2.7164 -0.01 -0.01 -0.03
H -1.1083 -2.3914 3.6933 0.00 0.00 0.00
H -3.2544 -2.4755 -2.5453 -0.01 -0.01 0.04
H 3.1746 5.3569 -2.5048 0.00 -0.01 0.00
H -2.1322 1.3465 -2.6179 -0.01 -0.02 0.06
H -0.0190 -3.5235 -5.1703 0.00 0.01 0.00
H 1.8568 3.7708 -1.1215 0.01 0.00 0.01
H 0.7601 -5.9582 2.1832 0.00 0.00 0.00
H -0.6637 -4.8148 3.8675 -0.01 0.00 0.00
H 1.4772 0.1306 -4.6143 0.01 0.02 0.02
H -4.1003 -1.0579 -6.4824 0.00 0.00 -0.01
H 4.9227 4.4994 -4.0279 -0.01 0.00 0.00
H 2.4128 -2.5465 -0.5658 -0.01 -0.02 0.02
H 4.0451 0.4987 -2.7629 0.01 0.00 0.00
H -1.0941 -3.9852 -7.3446 0.00 0.00 0.00
H -1.8523 3.6024 -3.5049 0.00 0.00 0.00
H -2.9782 -0.5165 -4.3587 0.03 0.00 -0.04
H 5.3633 2.0687 -4.1579 0.00 0.00 0.00
H -3.1484 -2.7690 -7.9902 0.00 0.00 0.00
H -5.1844 -1.7951 -1.1158 0.00 0.00 0.01
H -4.8184 0.0205 0.6109 0.00 0.00 0.00
H 0.0632 4.1454 -4.9718 0.00 0.00 -0.01
H 1.7598 -4.6319 0.3546 -0.01 0.01 0.01
H 1.7193 2.3947 -5.5308 0.03 0.00 -0.02
```
Positions in Å, forces in eV/Å.

(2)
A cluster of 2 separate species, C5H14O in total in a non-equilibrium geometry, computed with ωB97M-V/def2-TZVPD.

Its max |F| is 1.569 eV/A. The calculation puts the HOMO energy at -10.2 eV. For the total energy, the calculation gives -274.11413 hartree. The orbital gap is 11.18 eV. As for the energy above the lowest of the compared OMol25 structures with the same formula, charge and spin: 0.760 eV.

Geometry as XYZ:
```
20
Properties=species:S:1:pos:R:3:forces:R:3
O -2.8383 -0.2561 1.3389 -0.02 -0.25 -0.27
C -1.4862 -0.0866 0.8901 -0.62 0.15 0.60
C 1.9539 0.2274 -2.2085 -0.16 0.21 0.78
C -0.5449 -0.1400 2.0876 1.07 -1.11 -0.29
C 1.6228 1.1042 -1.0086 0.17 1.15 0.59
C -1.1831 -1.1618 -0.1274 0.92 -0.67 -0.67
H 1.6336 0.7131 -3.1250 0.16 0.07 -0.16
H 0.4240 0.3078 1.8653 -0.17 0.61 0.04
H -0.2159 -1.1766 2.2743 -0.63 0.11 0.15
H -1.9999 -1.7317 -0.5690 -0.50 0.53 0.31
H -2.9418 0.1876 2.1825 -0.01 0.12 0.06
H -0.9626 0.2456 3.0131 -0.02 0.33 -0.04
H -0.6238 -0.7505 -0.9647 0.01 0.17 -0.12
H -0.5226 -1.9320 0.2752 0.00 0.01 0.26
H 2.2607 2.0018 -0.9781 -0.06 -0.21 -0.23
H 1.7655 0.6720 -0.0116 0.06 -0.47 -0.37
H -1.3986 0.8969 0.4132 -0.08 -0.01 0.02
H 0.6118 1.5075 -1.0061 -0.24 -0.19 -0.20
H 3.0363 0.0843 -2.2071 -0.17 -0.36 -0.33
H 1.4092 -0.7128 -2.1342 0.29 -0.19 -0.11
```
Positions in Å, forces in eV/Å.

(3)
A structure of composition C23H18AlN4O8S in a non-equilibrium geometry, computed with ωB97M-V/def2-TZVPD.

Its max |F| is 2.754 eV/A. The calculation puts the HOMO energy at -11.2 eV. For the total energy, the calculation gives -2348.77269 hartree. The charge is +1. The orbital gap is 7.73 eV. As for the energy above the lowest of the compared OMol25 structures with the same formula, charge and spin: 0.396 eV.

Geometry as XYZ:
```
55
Properties=species:S:1:pos:R:3:forces:R:3
S 1.3932 0.4589 0.2971 -0.24 0.42 0.30
Al -1.5533 -0.5267 0.8038 0.33 -0.57 0.34
O 2.6005 -0.2142 0.6306 0.24 -0.05 -0.24
O -3.2912 0.2359 0.0165 0.84 -0.15 0.06
O -0.9872 -4.0689 3.3653 -0.07 -0.40 0.06
O -1.3147 1.2443 1.2072 -0.19 0.46 -0.01
O -1.1159 -2.7806 1.5764 0.01 -0.42 0.32
O -3.1333 -0.8902 1.7727 0.84 -0.10 -0.26
O -0.4332 2.8585 2.5043 0.26 0.11 0.28
O 0.9800 1.3422 1.4969 0.94 -0.27 -0.78
N -3.8782 -0.2585 0.9734 -2.72 0.41 0.14
N 0.1718 -0.5210 -0.0503 0.66 1.43 0.55
N -1.9325 -1.9014 -0.7246 0.01 0.16 0.25
N -0.6222 -0.6144 2.7532 -0.19 -0.05 0.00
C 2.0583 4.0181 -2.4173 0.00 -0.18 0.11
C -2.0310 -3.6204 -2.9200 -0.08 0.15 0.31
C 0.1436 -0.2969 5.3677 -0.10 0.13 -0.19
C -3.0067 -2.6166 -0.9794 -0.14 0.03 0.08
C 0.3052 -2.9611 -3.4581 0.24 0.11 0.03
C -0.5453 -1.6785 3.5412 0.06 0.21 0.37
C -0.9107 -2.9024 2.7628 0.09 0.15 -0.01
C 0.0768 0.8012 4.5251 -0.14 -0.16 -0.15
C 1.4227 -1.4003 -1.9868 -0.32 -0.03 0.29
C 0.5719 2.3714 -1.4576 -0.23 0.05 -0.05
C -0.3240 0.5777 3.2166 0.09 0.21 0.49
C 0.3070 -1.3030 -1.1869 0.47 -0.53 -1.02
C 3.1435 3.3256 -1.8849 -0.16 -0.02 0.00
C 0.7726 3.5212 -2.1981 0.01 -0.18 0.11
C -0.8550 -2.0435 -1.5237 0.38 -0.29 -0.70
C -0.8549 -2.8897 -2.6599 0.02 0.26 0.35
C -3.0990 -3.4918 -2.0696 0.20 -0.06 -0.22
C 2.2452 5.2854 -3.1840 0.02 0.09 -0.05
C -0.1660 -1.5617 4.8713 -0.05 -0.09 -0.28
C 1.4103 -2.2290 -3.1196 -0.21 -0.23 -0.23
C 1.6690 1.7135 -0.9294 -0.14 -0.39 0.15
C 2.9564 2.1755 -1.1363 0.07 -0.20 0.12
C -0.4097 1.5775 2.0879 -1.15 -0.01 0.00
H 1.7890 5.2207 -4.1703 -0.01 -0.04 -0.06
H -3.8447 -2.5136 -0.3026 -0.01 0.09 0.02
H 1.7639 6.1120 -2.6640 0.00 0.09 0.03
H 0.3031 -3.6050 -4.3236 0.04 -0.06 -0.10
H 0.4236 -0.1709 6.4033 0.05 -0.04 0.03
H -0.8582 -4.0379 4.3258 0.02 0.17 -0.24
H -2.0647 -4.2769 -3.7773 -0.06 -0.06 -0.06
H -4.0088 -4.0467 -2.2368 -0.07 0.00 0.07
H -0.0988 -2.4160 5.5268 0.00 -0.12 0.03
H 3.7866 1.6478 -0.6935 0.15 0.00 0.03
H 3.2979 5.5176 -3.3026 0.10 0.08 -0.04
H -0.0811 4.0578 -2.5849 -0.07 0.02 -0.11
H 2.3043 -2.2885 -3.7197 0.07 -0.02 -0.10
H -0.4233 1.9972 -1.2613 -0.13 0.05 -0.01
H 0.3027 1.8046 4.8429 0.06 0.10 0.13
H -0.8218 3.4200 1.8172 0.02 -0.21 -0.01
H 4.1444 3.7029 -2.0279 0.10 0.03 -0.07
H 2.3218 -0.8608 -1.7345 0.10 -0.05 -0.07
```
Positions in Å, forces in eV/Å.

(4)
A structure of composition C24H32FNO11Pb in a non-equilibrium geometry, computed with ωB97M-V/def2-TZVPD.

Its max |F| is 7.577 eV/A. The calculation puts the HOMO energy (spin up / spin down) at -10.3 / -10.3 eV. As for the spin multiplicity: 2. For the total energy, the calculation gives -2108.33499 hartree. The charge is +1. The orbital gap (spin up / spin down) is 6.04 / 4.74 eV.

Geometry as XYZ:
```
70
Properties=species:S:1:pos:R:3:forces:R:3
Pb 1.0705 0.1238 1.0355 -1.73 -0.30 -1.20
F -0.4133 0.9483 -0.9513 0.27 -0.77 0.45
O -0.1454 7.5587 -0.0546 0.84 1.61 0.86
O 1.7687 -6.4616 -0.3703 -2.04 0.98 0.84
O -0.7022 -1.6869 0.3258 -0.27 2.94 0.72
O -2.2341 3.0330 -2.0833 -0.20 -1.73 -1.13
O 0.1098 -3.9395 4.6479 -0.54 -1.39 1.40
O 2.0065 -2.0275 0.6270 0.82 2.42 0.17
O -1.1396 -6.2427 -0.1844 2.64 1.29 -0.17
O 3.5072 1.5042 -6.9292 0.14 -0.22 0.64
O -1.0843 1.0395 2.0037 -3.46 1.65 0.39
O -2.4838 -0.8537 -1.3137 -1.90 0.53 -1.28
O 0.0210 -0.7740 -3.3119 -0.43 -1.94 0.54
N 0.1374 -1.2212 3.5498 2.43 -0.01 -1.56
C 0.0559 0.1905 3.8963 -3.44 -0.10 1.94
C -0.5557 4.6977 -2.4122 0.31 1.93 2.01
C 1.3023 -2.9867 0.3863 -0.62 -3.76 0.35
C 2.6199 0.9753 -6.0017 -1.41 -0.83 -1.18
C -1.3046 0.8034 3.4069 2.43 -0.94 -0.85
C 0.7383 1.1093 -4.4299 1.83 -0.11 -2.20
C 2.6290 -0.4368 -5.8402 1.42 0.94 -0.80
C -0.6363 6.5216 -0.7245 -1.28 -1.76 0.32
C -0.2453 -2.8284 0.3659 0.00 -5.41 -2.17
C 1.1510 -5.4201 0.0023 1.49 -2.54 -1.86
C -1.0528 -4.0820 0.0717 2.57 7.07 0.90
C 0.0300 5.8341 -1.7193 -0.43 -1.12 -2.00
C 0.2508 -4.4807 6.0331 -0.25 0.86 -1.56
C 1.3324 -3.4702 4.1407 -1.72 1.39 -0.69
C -2.2811 1.8360 1.6043 0.46 0.59 -2.05
C -1.7666 4.2890 -1.9022 0.19 0.34 0.24
C 1.5527 1.6732 -5.4344 1.12 0.20 0.46
C -2.4567 4.9538 -0.9334 0.22 3.02 1.97
C -0.3609 -5.2349 -0.0710 -2.31 -6.00 0.06
C -1.8952 6.0804 -0.2782 -0.40 -1.60 -1.69
C 1.9841 -4.3424 0.2211 -1.99 3.73 1.02
C 1.3346 -1.9452 4.2136 -0.84 1.08 0.82
C 1.8641 -1.0617 -4.9324 -3.59 0.84 1.69
C 0.8810 -0.2569 -4.2420 0.40 0.87 0.48
H 0.0985 1.8341 -3.9483 -0.57 -0.72 0.36
H 0.7969 7.4939 0.1171 0.13 -0.01 -0.28
H 0.9780 6.2132 -2.0714 0.19 0.03 0.05
H 1.0691 -5.1969 5.9579 0.24 0.35 0.75
H -3.3014 1.4527 1.5915 0.16 -1.35 1.60
H 3.2256 -1.0740 -6.4761 0.46 0.35 -0.12
H 3.1005 1.9180 -7.6940 -0.40 0.07 0.15
H -0.0768 -0.1658 -2.5756 0.27 0.64 0.32
H -2.0593 -0.0733 -1.6777 0.77 1.64 -0.21
H 2.2069 -3.9548 4.5750 0.09 0.23 -0.01
H -1.9238 -1.1015 -0.5744 1.81 -1.18 2.07
H -2.4442 -1.5108 -2.0124 0.02 -0.79 -0.49
H -1.5214 1.6619 4.0426 0.24 0.67 -0.64
H 1.7259 -2.1314 -4.8769 0.43 -0.11 0.12
H -1.4927 2.5551 -1.7046 0.12 -1.22 -0.07
H -2.4142 6.5102 0.5658 0.15 0.34 -0.08
H 1.3334 -1.5469 5.2282 0.23 -0.32 0.38
H 0.3134 -3.5974 6.6686 0.89 -0.30 0.36
H -0.0847 4.1054 -3.1827 0.33 0.22 0.04
H 2.2857 -1.6474 3.7723 -0.14 0.53 -0.40
H 3.0554 -4.4454 0.3111 -0.02 0.11 -0.15
H -2.3218 1.9840 0.5252 1.34 0.45 -0.16
H 1.2888 -3.5825 3.0574 0.22 -0.94 -0.17
H -2.1951 0.1821 3.5025 0.27 -0.62 0.21
H -2.0942 -3.9732 -0.1928 -0.07 -0.35 0.37
H -0.7961 -1.5325 3.7774 0.35 -1.19 0.09
H 0.8994 0.8583 3.7212 0.08 -0.22 -0.05
H -0.2820 0.2398 4.9314 1.39 0.17 1.02
H -0.6214 -5.0110 6.4153 -0.30 0.00 -0.88
H 1.3771 2.7056 -5.6984 0.26 0.22 -0.02
H -2.2929 2.8038 2.1058 0.30 -0.16 0.04
H -3.4216 4.6083 -0.5928 0.03 -0.33 -0.07
```
Positions in Å, forces in eV/Å.